# 1
{
  "formula": "C19H23MgNP",
  "method": "ωB97M-V with the def2-TZVPD basis set",
  "homo_lumo_gap_ev": 3.6,
  "homo_ha": -0.0348,
  "total_charge": -1,
  "total_energy_ha": -1333.88135,
  "symbols": ["C", "Mg", "N", "H", "H", "H", "H", "H", "H", "H", "H", "C", "C", "C", "C", "C", "C", "P", "C", "C", "C", "C", "C", "C", "C", "C", "C", "C", "C", "C", "H", "H", "H", "H", "H", "H", "H", "H", "H", "H", "H", "H", "H", "H", "H"],
  "coordinates": [[-1.800, -2.057, -4.005], [-0.862, -0.617, -2.714], [0.778, 0.066, -3.946], [-0.993, -2.284, -2.185], [-1.973, 0.743, -2.286], [-2.820, -2.371, -3.753], [-1.141, -2.912, -4.206], [-1.861, -1.415, -4.922], [1.673, -0.292, -3.633], [0.807, 1.074, -3.918], [0.655, -0.205, -4.928], [0.197, 4.262, 2.231], [0.877, 4.132, 1.018], [0.756, 2.962, 0.274], [-0.053, 1.897, 0.744], [-0.764, 2.054, 1.949], [-0.630, 3.236, 2.681], [-0.046, 0.325, -0.222], [1.534, -0.457, 0.263], [2.385, -1.022, -0.727], [3.684, -1.432, -0.396], [4.151, -1.286, 0.920], [3.316, -0.744, 1.912], [2.022, -0.317, 1.568], [-1.305, -0.619, 0.669], [-0.976, -1.739, 1.443], [-1.966, -2.399, 2.169], [-3.304, -2.020, 2.067], [-3.671, -0.961, 1.208], [-2.672, -0.286, 0.501], [0.310, 5.158, 2.829], [1.531, 4.934, 0.683], [1.342, 2.856, -0.642], [-1.377, 1.260, 2.383], [-1.161, 3.329, 3.621], [2.056, -1.045, -1.775], [4.368, -1.813, -1.175], [5.194, -1.557, 1.174], [3.690, -0.602, 2.934], [1.437, 0.221, 2.324], [0.058, -2.063, 1.532], [-1.685, -3.247, 2.819], [-4.083, -2.571, 2.607], [-4.731, -0.680, 1.111], [-2.947, 0.506, -0.202]],
  "atomic_forces_ev_per_a": [[-0.3, 0.7, -1.9], [-1.3, -0.4, 0.0], [0.2, -0.1, -0.6], [1.2, -0.3, 1.9], [-0.1, 0.4, -0.2], [0.2, -0.1, 0.1], [-0.2, 0.1, 0.0], [-0.2, -0.3, -0.4], [0.0, 0.1, -0.1], [0.1, 0.3, 0.1], [-0.1, 0.0, 0.5], [-0.1, -0.2, -0.1], [0.0, -0.2, 0.2], [-0.3, -0.3, 0.5], [0.4, 0.1, 0.3], [0.4, 0.4, 0.0], [0.1, -0.1, -0.3], [0.0, -0.1, -0.9], [1.0, 0.1, 0.3], [0.0, 0.5, 0.5], [-0.1, 0.2, 0.1], [0.0, 0.0, 0.3], [0.1, 0.0, -0.6], [0.7, 0.0, 0.2], [-0.8, -0.8, 0.1], [-0.3, 0.5, 0.4], [-0.1, -0.5, 0.2], [-0.2, 0.3, -0.4], [0.4, -0.5, 0.4], [0.1, 0.1, 0.3], [0.0, 0.0, -0.1], [-0.1, -0.1, 0.0], [-0.3, -0.1, 0.2], [0.2, 0.1, -0.4], [0.0, 0.1, 0.0], [0.0, -0.3, 0.7], [-0.5, 0.2, 0.5], [-0.7, 0.1, -0.2], [-0.2, -0.1, -0.4], [0.0, -0.4, -0.3], [-0.2, 0.0, -0.1], [-0.2, 0.5, -0.4], [0.4, 0.2, -0.1], [0.6, -0.1, -0.1], [0.2, -0.2, 0.2]],
  "mulliken_charge": [-0.986, -0.793, -0.665, -0.082, -0.277, 0.261, 0.232, 0.057, 0.280, 0.270, 0.275, -0.438, -0.524, -0.426, 0.086, -0.115, -0.627, 0.758, 0.274, -0.200, -0.528, -0.321, -0.717, 0.121, 0.503, -0.444, -0.533, -0.368, -0.529, -0.133, 0.353, 0.351, 0.317, 0.249, 0.371, -0.025, 0.335, 0.319, 0.352, 0.359, 0.320, 0.314, 0.327, 0.359, 0.287]
}

# 2
{
  "formula": "C19H23N2",
  "method": "ωB97M-V with the def2-TZVPD basis set",
  "homo_lumo_gap_ev": 5.4,
  "homo_ha": -0.4036,
  "total_charge": 1,
  "total_energy_ha": -847.05164,
  "symbols": ["C", "C", "C", "C", "C", "N", "C", "C", "C", "N", "C", "C", "H", "H", "H", "H", "H", "H", "H", "H", "H", "H", "H", "H", "C", "C", "C", "C", "C", "C", "C", "C", "C", "H", "H", "H", "H", "H", "H", "H", "H", "H", "H", "H"],
  "coordinates": [[3.183, -0.547, -1.782], [2.494, -1.741, -1.708], [1.119, -1.739, -1.709], [0.405, -0.546, -1.792], [-1.059, -0.529, -1.815], [-1.649, 0.624, -1.781], [-3.050, 0.681, -1.859], [-3.807, -0.569, -1.408], [-3.187, -1.791, -2.065], [-1.749, -1.741, -1.883], [1.120, 0.647, -1.865], [2.497, 0.650, -1.858], [4.260, -0.549, -1.788], [3.029, -2.678, -1.657], [0.599, -2.675, -1.640], [-3.377, 1.548, -1.273], [-3.317, 0.910, -2.897], [-3.750, -0.668, -0.317], [-4.875, -0.498, -1.656], [-3.587, -2.728, -1.658], [-3.401, -1.795, -3.141], [-1.275, -2.631, -2.035], [0.575, 1.571, -1.931], [3.035, 1.583, -1.919], [-1.418, 1.593, 1.590], [0.067, 1.636, 1.533], [0.662, 2.870, 0.948], [0.845, 0.651, 2.147], [2.249, 0.545, 1.917], [3.004, -0.389, 2.573], [2.415, -1.252, 3.486], [1.048, -1.192, 3.722], [0.271, -0.282, 3.059], [-1.787, 0.567, 1.620], [-1.791, 2.126, 2.466], [-1.849, 2.054, 0.699], [1.705, 2.742, 0.666], [0.121, 3.173, 0.051], [0.613, 3.688, 1.671], [2.716, 1.177, 1.184], [4.062, -0.451, 2.373], [3.021, -1.966, 4.018], [0.593, -1.855, 4.441], [-0.782, -0.225, 3.273]],
  "atomic_forces_ev_per_a": [[0.4, 0.0, 0.0], [0.3, -0.2, 0.0], [-0.4, 0.2, 0.0], [0.8, -0.4, 0.1], [-1.9, 0.1, -0.2], [2.1, -1.0, 0.4], [-1.6, 0.3, -0.1], [-0.2, -0.1, 0.1], [-0.2, 0.2, -0.3], [0.9, -0.1, 0.2], [-0.3, 0.1, 0.1], [0.0, 0.0, 0.1], [0.2, 0.0, 0.0], [0.1, -0.1, 0.0], [-0.1, -0.3, 0.0], [-0.2, -0.1, -0.1], [-0.1, 0.0, 0.0], [0.1, 0.0, -0.1], [0.3, 0.0, 0.0], [0.2, 0.2, 0.0], [-0.2, 0.0, 0.1], [0.0, 0.9, 0.1], [-0.2, 0.2, -0.1], [0.1, 0.1, -0.1], [-0.1, -0.5, -0.6], [-0.4, 0.9, 0.3], [0.3, -0.6, -0.7], [0.7, -0.8, 0.2], [-0.5, 0.3, -0.1], [0.3, -0.1, 0.0], [0.0, 0.2, -0.1], [-0.2, -0.1, 0.3], [-0.1, 0.4, -0.4], [0.0, 0.1, 0.1], [0.1, 0.1, 0.1], [0.1, 0.1, 0.1], [0.0, 0.1, 0.2], [-0.2, 0.0, 0.2], [-0.2, -0.1, 0.2], [0.1, 0.1, -0.1], [0.1, 0.0, 0.0], [0.1, -0.1, 0.1], [0.0, -0.1, 0.1], [-0.2, -0.1, 0.1]],
  "mulliken_charge": [-0.435, -0.947, -0.316, 0.821, -0.156, -0.371, -0.699, -0.497, -0.710, -0.138, -0.058, -0.905, 0.448, 0.456, 0.309, 0.317, 0.373, 0.187, 0.372, 0.406, 0.307, 0.170, 0.617, 0.480, -1.643, 1.513, -1.356, 0.767, -0.079, -0.971, -0.276, -0.838, -0.301, 0.386, 0.435, 0.373, 0.369, 0.361, 0.384, 0.144, 0.426, 0.443, 0.418, 0.411]
}

# 3
{
  "formula": "C19H23N2O3SiV",
  "method": "ωB97M-V with the def2-TZVPD basis set",
  "homo_lumo_gap_ev": [6.8, 6.8],
  "homo_ha": [-0.5626, -0.5626],
  "total_charge": 2,
  "total_energy_ha": -2306.07333,
  "symbols": ["V", "O", "C", "C", "C", "C", "C", "C", "C", "N", "C", "C", "N", "C", "C", "C", "C", "C", "C", "C", "O", "H", "H", "H", "H", "H", "H", "H", "H", "H", "H", "H", "H", "H", "H", "C", "Si", "C", "C", "O", "H", "H", "H", "H", "H", "H", "H", "H", "H"],
  "coordinates": [[0.669, -0.416, 0.058], [1.302, 0.541, -1.253], [1.599, 0.448, -2.570], [1.779, 1.680, -3.208], [2.279, 1.596, -4.522], [2.461, 0.347, -5.178], [1.985, -0.790, -4.550], [1.588, -0.792, -3.206], [1.358, -2.020, -2.474], [1.032, -2.058, -1.211], [0.901, -3.439, -0.586], [-0.095, -3.356, 0.530], [0.167, -2.135, 1.239], [-0.119, -1.962, 2.469], [0.133, -0.734, 3.143], [-0.490, -0.500, 4.330], [-0.293, 0.733, 4.970], [0.610, 1.651, 4.400], [1.213, 1.416, 3.218], [1.041, 0.190, 2.612], [1.681, -0.180, 1.446], [1.546, 2.676, -2.704], [2.585, 2.485, -5.040], [2.688, 0.345, -6.221], [2.043, -1.659, -5.161], [1.400, -3.043, -2.981], [1.829, -3.806, -0.245], [0.497, -4.078, -1.341], [0.074, -4.170, 1.226], [-1.127, -3.388, 0.213], [-0.523, -2.832, 3.015], [-1.121, -1.294, 4.676], [-0.680, 0.932, 5.942], [0.837, 2.596, 4.829], [1.880, 2.089, 2.723], [-2.297, 1.996, 1.926], [-2.103, 1.421, 0.163], [-3.593, 0.558, -0.651], [-1.432, 2.621, -0.996], [-0.780, 0.296, 0.336], [-3.359, 1.813, 2.283], [-2.026, 3.021, 2.188], [-1.754, 1.388, 2.630], [-4.367, 0.176, 0.040], [-3.246, -0.248, -1.262], [-4.098, 1.087, -1.461], [-2.134, 3.253, -1.499], [-0.798, 2.202, -1.809], [-0.744, 3.344, -0.475]],
  "atomic_forces_ev_per_a": [[0.9, -1.6, 0.4], [-0.1, -0.9, 0.6], [-0.8, 1.5, 0.4], [0.5, 0.2, -0.7], [0.2, -0.6, 0.4], [-1.7, 1.2, 1.4], [0.9, 0.4, -0.6], [0.6, -0.6, -0.1], [-0.5, -0.5, 0.0], [0.1, -0.3, 0.5], [-1.4, 1.4, -1.0], [0.4, -0.5, 0.8], [-0.4, 1.4, -1.2], [0.2, -1.2, -0.1], [0.8, -0.1, -0.8], [-0.3, 1.5, 1.3], [1.1, -0.6, -0.5], [-1.4, -0.2, 1.1], [1.4, -1.2, -2.0], [-0.7, -0.4, 0.1], [0.0, 1.5, -0.4], [0.6, -1.7, -0.6], [-0.2, 0.3, -0.1], [0.5, -0.1, -0.4], [-0.3, -1.0, 0.1], [0.2, 1.6, 0.3], [1.3, -0.1, 0.3], [0.0, -0.7, -0.5], [-0.1, -0.4, 0.0], [-0.3, 0.1, -0.3], [0.0, 0.5, 0.0], [-0.4, 0.0, 0.6], [-0.5, 0.1, 0.4], [-0.2, 0.6, 0.8], [0.3, 0.6, 0.1], [-1.6, -0.4, 0.6], [-1.9, 0.3, 0.1], [0.0, 0.0, 0.7], [2.5, 1.3, -0.5], [-0.2, -0.6, -0.2], [1.0, 0.5, -0.6], [-0.1, 0.1, -0.5], [0.6, -0.5, 0.1], [0.5, 0.2, -0.3], [0.5, -1.2, 0.0], [0.0, 0.9, 0.5], [-0.8, 0.2, -0.2], [-0.5, -0.1, 0.5], [-0.5, -0.6, -0.3]],
  "mulliken_charge": [1.057, -0.307, 1.237, -0.451, -0.422, -0.894, -0.747, -0.161, 0.075, 0.155, -0.825, -0.721, 0.354, -0.600, 0.993, -0.545, -0.820, -0.570, -0.592, 0.723, -0.914, 0.364, 0.432, 0.413, 0.423, 0.331, 0.346, 0.520, 0.431, 0.327, 0.455, 0.490, 0.517, 0.476, 0.559, -0.622, 0.255, -1.148, -0.912, -0.327, 0.362, 0.385, -0.136, 0.340, 0.348, 0.380, 0.521, 0.145, 0.301]
}